The following is a quantum chemistry calculation of a structure of composition C2H12IrN3O in a non-equilibrium geometry, from OMol25.

Element x y z (Å)
C -2.03737 -0.80767 -2.55288
Ir 0.44966 -0.49825 -0.64196
N 1.69579 0.84924 -1.37070
H -0.04146 -1.93508 -0.43167
H -2.72127 -0.10250 -2.11521
H -2.35193 -1.88317 -2.67854
H -0.93871 -0.91666 -2.05042
H -1.67867 -0.39662 -3.57584
H 2.57084 0.55760 -0.95334
H 1.55171 1.84122 -1.24034
H 1.75606 0.64521 -2.43729
N 0.39530 1.36689 3.00457
C 0.37552 0.35857 2.10995
N -0.18318 -0.85921 2.37773
O 0.70143 0.75509 0.89697
H 0.26366 1.33513 4.00153
H 0.69619 2.26777 2.65651
H -0.25665 -1.54934 1.63785
H -0.24694 -1.02823 3.36307

The total charge is +1. The total energy comes out at -426.67555 Eh. As for the multiplicity: 6. The value obtained for the orbital gap (alpha / beta) is 4.4 / 7.9 eV.

Here are the Löwdin charges for atoms 1 to 4, given in e: C -0.094; Ir 1.303; N -0.179; H -0.164

---

The following is a quantum chemistry calculation of a cluster of 3 separate species, C4H16NO2 in total in a non-equilibrium geometry, from OMol25.

Element x y z (Å)
C 0.70542 -0.07927 -1.04976
C -0.32078 1.02349 -1.19514
C 0.43345 2.35013 -0.97555
C -1.38816 0.90260 -0.08190
N 0.10463 -1.45652 -1.33937
H 1.00887 -0.11058 -0.00429
H 1.62159 0.00604 -1.62384
H -0.85116 1.02765 -2.14655
H 0.83360 2.36901 0.03593
H -0.22555 3.18988 -1.11842
H 1.29123 2.40783 -1.63786
H -0.94015 0.60266 0.85616
H -1.81378 1.88822 0.07452
H -2.20156 0.20739 -0.29542
H 0.80066 -2.04405 -1.79010
H -0.77851 -1.38917 -1.83368
H -0.04550 -1.90184 -0.39560
H -0.79477 -3.22230 1.46136
H 0.11613 -2.01970 1.89152
O -0.36221 -2.42499 1.14437
H 0.29388 -0.09744 3.08863
H 1.67011 -0.38322 3.56539
O 0.84253 -0.84580 3.36959

The total charge is +1. The total energy comes out at -367.01179 Eh. The value obtained for the orbital gap is 12.5 eV.

Here are the Löwdin charges for atoms 1 to 4, given in e: C -0.132; C -0.404; C -0.056; C -0.058

---

The following is a quantum chemistry calculation of the molecule C4H6O2 in a non-equilibrium geometry, from OMol25.

Element x y z (Å)
C -1.26810 0.54098 0.39366
C -0.73145 -0.73315 -0.18537
C 0.65718 -0.87423 -0.24039
C 1.72101 0.04585 0.07558
H -0.58854 1.24178 1.13464
H -2.25940 0.11701 0.86027
H -1.84926 1.18667 -0.40031
H -1.39118 -1.50261 -0.63077
H 0.84482 -2.05273 -0.39405
H 0.52535 1.06046 -0.60826
O 1.49514 1.36554 -0.39253
O 2.84444 -0.39557 0.38752

The total energy comes out at -306.40314 Eh. The value obtained for the orbital gap is 10.0 eV. As for the SMILES: C/C=C\C(=O)O.

Here are the Löwdin charges for atoms 1 to 4, given in e: C -0.150; C -0.151; C -0.065; C -0.489

---

The following is a quantum chemistry calculation of the molecule C19H21ClN2O4S, from OMol25.

Element x y z (Å)
C -6.81351 -1.25411 1.03219
H -7.27044 -0.50485 0.37725
O -5.59206 -0.80202 1.56260
C -4.57679 -0.50929 0.70391
C -4.64600 -0.61748 -0.68067
C -3.54594 -0.28487 -1.45242
C -2.36312 0.15234 -0.87516
C -2.29740 0.25865 0.51148
C -3.38932 -0.06688 1.28833
H -3.34364 0.01427 2.36234
H -1.39303 0.59785 0.99622
C -1.18394 0.48223 -1.75399
N -0.28807 1.45370 -1.16572
C 1.01949 1.20884 -0.98364
O 1.57118 0.19421 -1.37155
C 1.80080 2.32106 -0.28557
N 2.63497 1.76046 0.76077
S 1.98222 0.64069 1.78735
O 2.76877 0.68250 2.98407
O 0.58500 0.97341 1.85657
C 2.14413 -1.01931 1.12025
C 3.36575 -1.66039 1.19431
C 3.50360 -2.93554 0.67358
C 2.40219 -3.55195 0.09760
C 1.16509 -2.92486 0.06010
C 1.04024 -1.64881 0.57854
H 0.08942 -1.14219 0.58020
H 0.31424 -3.42927 -0.37006
Cl 2.56905 -5.13611 -0.55904
H 4.45123 -3.44921 0.71568
H 4.19290 -1.17360 1.68599
C 4.03167 1.72086 0.36432
C 4.01779 2.04296 -1.12970
H 4.93996 2.51299 -1.46449
H 3.84447 1.13108 -1.70077
C 2.80254 2.95954 -1.25771
H 2.41089 3.00157 -2.27266
H 3.04628 3.96833 -0.92391
H 4.46315 0.74468 0.57950
H 4.57920 2.48082 0.93371
H 1.11488 3.04944 0.15743
H -0.71169 2.25597 -0.72717
H -0.58059 -0.41359 -1.94222
H -1.54162 0.85849 -2.72075
H -3.61448 -0.37220 -2.52759
H -5.54604 -0.95401 -1.17060
H -7.46240 -1.42400 1.88992
H -6.69105 -2.19235 0.48115

The total energy comes out at -2005.47699 Eh. The value obtained for the orbital gap is 9.1 eV. As for the SMILES: COc1ccc(CNC(=O)[C@@H]2CCCN2S(=O)(=O)c2ccc(Cl)cc2)cc1.

Here are the Löwdin charges for atoms 1 to 4, given in e: C -0.092; H 0.095; O -0.084; C -0.277

---

The following is a quantum chemistry calculation of a cluster of 8 separate species, C36H87N5O12S3 in total in a non-equilibrium geometry, from OMol25.

Element x y z (Å)
C 3.94863 0.13476 4.62307
C 4.93313 1.15181 4.01496
N 4.89532 1.11792 2.54707
C 3.58051 1.56662 2.02317
C 3.47771 1.56245 0.46405
C 5.96378 1.88753 1.88127
C 7.36515 1.65321 2.50523
H 2.90104 0.39988 4.49203
H 4.09609 0.07194 5.70301
H 4.19500 -0.85730 4.24508
H 4.79255 2.18168 4.36966
H 5.94735 0.95678 4.36331
H 2.77570 0.92135 2.37310
H 3.37398 2.58249 2.37396
H 3.93169 0.69615 -0.02345
H 2.41973 1.44951 0.21715
H 3.84414 2.43532 -0.07544
H 5.90734 2.97737 1.97711
H 6.03585 1.55033 0.84921
H 7.52727 2.16422 3.45310
H 8.06129 2.02724 1.75177
H 7.68336 0.61927 2.65576
C 2.56268 -7.50012 -0.03527
C 1.72253 -7.79885 1.19590
N 0.71116 -6.75103 1.35246
C 1.29287 -5.46724 1.71984
C 0.39941 -4.26328 2.00446
C -0.36804 -7.18827 2.29542
C -1.68488 -6.60583 1.79956
H 3.14997 -6.58730 0.04280
H 1.90590 -7.35478 -0.89433
H 3.23870 -8.31793 -0.29040
H 1.23631 -8.75626 1.01046
H 2.35517 -7.85398 2.09049
H 1.80478 -5.61576 2.68396
H 2.03944 -5.09016 1.02290
H -0.26080 -4.34631 2.86836
H 1.07737 -3.48085 2.35712
H -0.08459 -3.87273 1.11001
H -0.12289 -6.81756 3.29657
H -0.31306 -8.27468 2.28208
H -2.54443 -6.92256 2.40076
H -2.01970 -7.14147 0.90680
H -1.70397 -5.53227 1.64707
C -3.32345 1.08745 -0.48366
C -2.56485 -0.21470 -0.21313
N -1.35674 -0.37543 -1.02796
C -0.40323 -1.29483 -0.33659
C 0.03898 -0.72441 1.01533
C -1.83701 -0.83215 -2.35937
C -0.65661 -1.26010 -3.28304
H -2.72822 1.99919 -0.47131
H -4.13097 1.18531 0.24375
H -3.80506 1.00049 -1.46054
H -2.26221 -0.12960 0.83245
H -3.18614 -1.11173 -0.28548
H -0.72644 -2.33890 -0.36989
H 0.44957 -1.26002 -1.01651
H 0.00267 0.36141 1.13006
H -0.51859 -1.10874 1.87025
H 1.10089 -0.92049 1.18228
H -2.34367 0.03267 -2.78911
H -2.59127 -1.61840 -2.26187
H 0.06391 -0.45081 -3.40557
H -1.11553 -1.44820 -4.25563
H -0.11319 -2.17048 -3.03448
C 1.39991 6.72712 1.53846
C 1.51046 5.90626 2.82747
N 0.93277 4.56397 2.65500
C -0.48242 4.65184 2.28886
C -0.92702 3.21918 1.82433
C 1.19959 3.72030 3.79530
C 0.48720 4.13221 5.12409
H 2.06109 7.59370 1.53703
H 0.38742 7.08802 1.36463
H 1.67734 6.09468 0.69422
H 2.55780 5.82959 3.12699
H 1.03698 6.42283 3.66986
H -0.70474 5.27616 1.42625
H -1.09827 5.00900 3.12035
H -0.35273 2.90589 0.95329
H -1.96555 3.22448 1.48927
H -0.81601 2.47970 2.61563
H 1.02368 2.66097 3.60192
H 2.28024 3.73094 3.95209
H 0.99328 3.60090 5.93170
H 0.61470 5.19137 5.35441
H -0.59144 3.99863 5.20339
C -2.40494 0.86846 -5.84223
C -3.81069 1.02871 -5.34973
N -4.27454 2.38653 -5.17147
C -3.36124 3.12525 -4.27168
C -3.66280 4.63044 -4.16494
C -5.59292 2.29675 -4.54652
C -6.67643 1.89277 -5.58020
H -2.22611 1.36819 -6.79821
H -2.24155 -0.18647 -6.07376
H -1.55809 1.17075 -5.22523
H -4.42080 0.57100 -6.13080
H -3.87714 0.37278 -4.47143
H -3.31246 2.62876 -3.29494
H -2.34703 3.06145 -4.66743
H -2.87807 5.20308 -3.67640
H -3.86315 5.00499 -5.16770
H -4.54716 4.70932 -3.53000
H -5.90597 3.23665 -4.08806
H -5.63674 1.66441 -3.65005
H -6.68948 0.83527 -5.84669
H -6.52696 2.37333 -6.54811
H -7.64834 2.20460 -5.19763
C 0.14394 2.41844 -1.85348
C 1.53882 2.88824 -2.39950
O 1.52707 4.29334 -2.32436
S -0.00119 4.83962 -2.54552
O -0.32906 4.88703 -3.94126
O -0.13504 6.04704 -1.77942
O -0.66972 3.55029 -1.81407
H 0.16080 2.02033 -0.83977
H -0.23785 1.62190 -2.49129
H 1.64350 2.55190 -3.43097
H 2.32222 2.50199 -1.75256
C -6.60274 -4.58893 -0.50917
C -6.97917 -3.22435 -0.00187
O -5.77706 -2.55545 0.39842
S -4.49103 -3.65239 0.39857
O -3.69728 -3.68051 1.61194
O -3.86559 -3.46615 -0.88346
O -5.48548 -4.98043 0.30086
H -6.17557 -4.57910 -1.51329
H -7.39703 -5.32797 -0.43642
H -7.73042 -3.22858 0.78600
H -7.38810 -2.71247 -0.87497
C 4.73799 -2.05836 1.28523
C 5.81269 -2.00858 0.19722
O 5.10996 -2.26666 -1.02304
S 3.69811 -3.01795 -0.79886
O 3.83623 -4.44831 -0.92455
O 2.62765 -2.39923 -1.54987
O 3.62384 -2.77029 0.80318
H 4.46132 -1.04188 1.57033
H 5.04103 -2.54578 2.21181
H 6.66650 -2.65994 0.38143
H 6.20564 -1.00041 0.07019

The total energy comes out at -3794.86125 Eh. The value obtained for the orbital gap is 8.4 eV. As for the SMILES: O=S1(=O)OCCO1.O=S1(=O)OCCO1.O=S1(=O)OCCO1.CCN(CC)CC.CCN(CC)CC.CCN(CC)CC.CCN(CC)CC.CCN(CC)CC.

Here are the Löwdin charges for atoms 1 to 4, given in e: C -0.068; C -0.248; N -0.193; C -0.219

---

ΔE to the lowest compared entry with this formula, charge and spin in kcal/mol, matching the order above: 8.75 11.11 64.73 19.63 0.00